Run A
ORCA calculation (wB97M-V/def2-TZVPD) on an isolated molecule of C4H4N2O2.

The SMILES is O=Cn1nccc1O. As for the multiplicity: 1.

Element x y z (Å)
C 0.29259 -0.51039 -0.17147
C -0.82150 -1.13009 0.08597
C -1.75936 -0.16289 0.64687
C 1.15168 1.72055 -0.29598
H 1.33937 -2.05320 -0.29789
H -0.76325 -2.35034 0.07775
H -2.89951 -0.30914 0.66872
H 2.15105 0.97915 -0.24440
N -1.06276 0.97455 0.77836
N 0.14490 0.92712 0.08694
O 1.30738 -1.06140 -0.91738
O 0.91941 2.97607 -0.41748

Run B
ORCA calculation (wB97M-V/def2-TZVPD) on a cluster of 2 separate species, C4H4N2O2 in total.

As for the multiplicity: 1.

Element x y z (Å)
C -0.34726 1.22570 -2.68441
C 0.76326 0.27913 0.80248
C 0.14681 -1.17228 1.18828
C -0.57751 0.87106 0.48732
N -1.24730 -1.14043 0.68401
N -1.44441 -0.04159 0.08444
O -0.82026 0.67577 -3.54627
O 0.02903 1.74228 -1.74973
H 1.24222 0.64225 1.65339
H 1.41051 0.12930 0.05567
H 0.75507 -1.89826 0.76677
H 0.08984 -1.31292 2.25805

run A is preferred energetically. Next in line: 0.312 eV higher.

Run A
ORCA calculation (wB97M-V/def2-TZVPD) on a cluster of 2 separate species, C4H4N2O2 in total.

The SMILES is N#C/C=N/O.C=C=O. As for the multiplicity: 1.

Element x y z (Å)
C 0.97031 0.83112 -1.50097
C 0.75862 -1.28822 0.25850
C -0.44444 -1.66551 0.52537
C 0.03292 0.73779 -0.45808
N 1.68452 0.96528 -2.35640
N 0.29067 1.39039 0.62076
O 1.79737 -1.02850 -0.30878
O -0.73155 1.65775 1.49619
H -1.01663 -2.39251 -0.01025
H -0.84828 -1.19583 1.49407
H -1.51102 1.43050 1.07310
H -0.98251 0.55775 -0.83351

Run B
ORCA calculation (wB97M-V/def2-TZVPD) on an isolated molecule of C4H4N2O2.

The SMILES is O=C1C=NC(CO)=N1. As for the multiplicity: 1.

Element x y z (Å)
C -1.51997 -0.73916 0.14561
C -0.13065 -0.33898 0.00202
C 1.97984 -0.25182 -0.10967
C 1.39553 1.15277 0.02038
H -2.06932 1.05398 -0.22407
H -1.70405 -0.88013 1.23178
H -1.67111 -1.70048 -0.35748
H 1.95111 2.08494 -0.02653
N 0.87561 -1.15323 -0.08480
N 0.12721 1.05313 0.06311
O -2.39010 0.17720 -0.43159
O 3.15589 -0.45821 -0.22876

run B is preferred energetically. Next in line: 4.019 eV higher.

Run A
ORCA calculation (wB97M-V/def2-TZVPD) on a cluster of 2 separate species, C2HO2S2 in total.

Its total charge is -1. As for the multiplicity: 1.

Element x y z (Å)
C 0.34749 -2.11523 0.93549
C -0.06037 -0.42512 -0.46395
O 1.49575 -2.14857 1.03942
O -0.76152 -2.37687 1.19028
S 0.85061 -0.42560 -2.04771
S -1.16709 -0.68770 -1.81292
H -0.01422 0.58524 0.13017

Run B
ORCA calculation (wB97M-V/def2-TZVPD) on the ion C2HO2S2 with charge -1.

The SMILES is O=C([O-])C(=S)S. Its total charge is -1. As for the multiplicity: 1.

Element x y z (Å)
C -2.88951 -0.55607 -0.05675
C -1.52126 0.24400 -0.17967
O -3.67659 -0.45833 -0.94095
O -2.79004 -1.08671 1.06046
S -1.26108 1.88998 0.42519
S -0.18595 -0.86139 -0.40062
H 0.79006 -0.02273 -0.18894

run B is preferred energetically. Next in line: 1.097 eV higher.

Run A
ORCA calculation (wB97M-V/def2-TZVPD) on a cluster of 3 separate species, C5H5NO in total.

As for the multiplicity: 1.

Element x y z (Å)
O -1.35574 -1.62316 1.43913
C -0.98666 -0.58063 1.08675
C -0.70715 0.43738 0.16521
C 0.82996 0.44114 0.27117
C 0.19814 0.47873 -1.08348
C 0.34112 -0.63660 -1.99934
N 0.46858 -1.54208 -2.70807
H 0.05539 0.33197 2.29792
H -1.12681 1.40019 0.45014
H 1.21450 -0.57703 0.42745
H 0.72130 0.74903 1.69708
H 0.03170 1.43351 -1.58075

Run B
ORCA calculation (wB97M-V/def2-TZVPD) on a structure of composition C5H5NO.

As for the multiplicity: 1.

Element x y z (Å)
O -1.95528 -0.32165 0.04224
C -0.78555 -0.94559 0.48176
C 0.30299 -0.19149 -0.25617
C 0.47419 1.20414 0.14049
C 0.57398 2.39035 0.30707
C 1.58313 -0.92721 -0.26608
N 2.55269 -1.55780 -0.30855
H -1.67535 -0.12087 -0.95891
H -0.60668 -0.85204 1.56075
H -0.73033 -2.01569 0.22528
H -0.38188 -0.11020 -1.40676
H 0.64810 3.44803 0.43889

Run C
ORCA calculation (wB97M-V/def2-TZVPD) on a cluster of 2 separate species, C5H5NO in total.

As for the multiplicity: 1.

Element x y z (Å)
O 0.87605 1.23515 2.27829
C 0.75117 1.17135 1.15644
C 1.05534 -0.64073 -0.31369
C 2.16903 -1.09350 -0.36781
C -1.00315 0.82472 -0.28453
C -0.38662 -0.50799 -0.60740
N -2.09205 0.97903 0.33623
H 3.10709 -1.56597 -0.52574
H -0.56611 1.68545 -0.79922
H -0.91782 -1.30563 -0.07230
H -0.54709 -0.67004 -1.68600
H -2.35440 0.12080 0.82955

Run D
ORCA calculation (wB97M-V/def2-TZVPD) on an isolated molecule of C5H5NO.

The SMILES is CC1=NC=CC1=O. As for the multiplicity: 1.

Element x y z (Å)
C 2.29438 -0.07885 -0.00328
C 0.78436 -0.30773 0.11157
C -1.24561 -1.27737 -0.01420
C -1.69198 0.00999 0.02665
C -0.47889 0.83396 0.17175
H 2.40838 0.87894 -0.77174
H 2.80614 -0.98045 -0.32272
H 2.75843 0.32506 0.95867
H -1.97330 -2.14636 -0.21869
H -2.69963 0.54253 0.13296
N 0.20294 -1.43632 -0.07708
O -0.33677 2.04432 -0.12423

run D is preferred energetically. Next in line: 1.239 eV higher.